Density functional theory data (ωB97M-V/def2-TZVPD) for a cluster of 8 separate species, C33H76B3N7O10 in total at a distorted geometry.

Structure (XYZ):
```
129
Properties=species:S:1:pos:R:3:forces:R:3:lowdin_charge:R:1
O -3.269716 2.784680 -8.227941 -4.6 -3.6 0.0 -0.04
O 5.675795 -0.294335 6.129936 0.0 0.0 0.0 0.01
O -2.814580 2.602224 -0.889281 -1.0 0.3 0.5 0.25
O -8.392352 -3.118016 -2.101931 0.0 0.0 0.0 0.01
O -2.186184 0.803493 0.486098 0.0 0.2 -0.2 0.28
O -2.866935 0.430001 -1.774906 -0.2 0.2 0.4 0.23
O 2.215076 -3.803874 2.929001 -0.1 0.0 0.0 0.01
O 5.104747 -7.584604 7.155736 0.0 0.0 0.0 0.00
O 1.449884 6.023116 -1.709449 0.2 0.1 0.1 -0.01
O -2.424557 5.621794 -6.396232 0.1 0.0 0.5 -0.01
N 3.892407 -9.496514 7.061587 0.0 0.0 0.1 -0.20
N -6.382047 -2.273079 -1.480815 -0.1 0.0 0.0 -0.19
N 1.870976 -4.576262 5.041506 0.0 0.0 -0.1 -0.19
N 0.413483 6.185542 -3.704772 0.0 0.1 0.1 -0.19
N -4.527489 1.955445 -6.530856 0.3 0.1 -0.1 -0.17
N 6.515722 -2.133710 5.104658 0.0 0.0 0.0 -0.20
N -2.757601 5.305328 -8.614648 0.1 0.2 0.3 -0.17
C -5.724444 -2.841351 -2.643546 0.0 0.0 0.0 -0.04
C -7.706794 -2.482202 -1.327137 0.0 0.0 0.0 -0.36
C -3.460296 5.676725 -9.821943 0.0 0.0 0.1 -0.06
C -3.440492 1.982757 -7.330794 -1.0 -0.8 0.6 -0.28
C 5.019992 -8.772749 6.907141 -0.1 0.0 -0.1 -0.35
C 1.504502 6.097412 -2.923665 -0.3 -0.2 -0.1 -0.35
C -5.564133 2.948391 -6.746790 0.0 0.0 0.0 -0.02
C 0.459335 6.226019 -5.149067 0.1 -0.1 -0.1 -0.06
C 0.708690 -3.729114 5.238961 0.0 0.0 0.0 -0.03
C 0.152804 3.792193 1.205490 0.1 0.1 0.0 -0.18
C -2.675807 3.072044 1.652814 -0.2 0.1 0.1 -0.08
C 5.982698 -3.004000 6.137964 -0.1 0.0 -0.1 -0.04
C 2.516659 -4.525044 3.860033 0.2 0.0 0.0 -0.35
C 1.846196 -0.561884 1.872559 0.0 0.0 0.0 -0.26
C -0.932135 -0.994967 -0.875591 -0.1 -0.1 0.0 0.05
C -1.671182 2.816156 2.781084 0.0 0.0 0.0 -0.19
C -2.987358 5.912897 -7.435228 -0.1 -0.2 -0.7 -0.35
C 1.089998 3.242337 0.128247 -0.1 0.1 -0.1 -0.20
C 2.721664 -8.814557 7.588392 0.1 -0.1 -0.1 -0.03
C -5.601358 -1.504010 -0.536994 0.1 -0.1 -0.1 -0.04
C 2.311105 -5.441960 6.115455 -0.1 0.2 0.0 -0.07
C -4.686075 0.977780 -5.476159 0.0 0.0 0.1 -0.05
C -1.779493 4.233756 -8.657388 2.8 2.0 0.0 -0.08
C 3.813750 -10.895905 6.709183 0.0 0.0 0.0 -0.06
C 3.122445 -0.263710 1.065333 0.0 0.0 0.0 -0.20
C 2.874431 0.378847 -0.310992 -0.1 0.1 -0.1 -0.20
C -0.891554 6.217812 -3.063558 0.0 0.0 0.0 -0.03
C -0.208820 2.780340 2.304671 0.1 0.0 0.1 -0.19
C 6.289921 -0.806611 5.216096 0.0 0.0 0.0 -0.36
C 3.194362 1.880895 -0.373149 -0.1 0.0 -0.1 -0.21
C 2.443743 2.749821 0.644272 0.0 0.1 0.1 -0.19
C 2.021626 -0.332735 3.372064 0.0 -0.1 0.0 -0.10
C 7.248133 -2.701652 3.996985 0.0 0.0 0.0 -0.06
B -2.026514 0.101198 -0.702933 0.1 -0.2 0.0 -0.57
B -2.542877 2.149796 0.406874 0.4 -0.5 -0.4 -0.54
B -3.461737 1.672917 -1.669147 0.6 -0.2 -0.1 -0.36
H 1.553399 -1.603756 1.711313 0.0 0.1 0.0 0.09
H 6.385682 -2.738564 7.115342 0.0 0.0 0.0 0.09
H 1.234079 -0.833352 3.942004 0.0 0.1 -0.1 0.05
H 1.031097 0.063203 1.491258 0.0 -0.1 0.1 0.08
H -0.679719 -1.510472 0.053891 0.0 0.1 -0.1 0.07
H 0.611155 4.691403 1.636068 -0.1 -0.1 0.0 0.12
H -6.359865 2.785508 -6.022905 0.0 0.0 0.0 0.09
H -0.096438 5.386731 -5.569127 0.0 0.1 -0.1 0.07
H -1.207386 -1.725559 -1.640706 0.1 0.1 0.1 0.07
H -0.795163 4.593895 -8.355034 0.2 0.6 -0.3 0.09
H -6.242657 -1.144540 0.265859 0.0 0.0 0.0 0.09
H 2.974358 -0.751271 3.712936 -0.1 0.1 0.0 0.07
H 1.884856 -9.508817 7.607833 0.0 0.0 0.0 0.09
H -4.152239 6.486990 -9.597590 0.0 0.0 0.0 0.08
H -4.526140 1.900529 -2.152962 0.2 0.0 -0.3 0.11
H -2.063155 3.425134 -7.983428 2.2 1.8 -0.4 0.02
H 8.139409 -3.231241 4.341017 0.0 0.0 0.0 0.09
H 4.897196 -2.898040 6.183918 0.0 -0.1 0.1 0.08
H 3.377819 -5.214067 3.811200 0.0 0.0 0.0 0.13
H 0.317031 -3.902994 6.239057 0.0 0.0 0.0 0.09
H -2.708493 1.193745 -7.089509 0.0 0.1 0.0 0.15
H 2.452813 6.067267 -3.485931 0.0 0.1 0.0 0.13
H 2.319457 2.208092 1.589530 0.0 0.0 -0.1 0.09
H -1.047597 5.321655 -2.461272 0.0 0.0 0.0 0.09
H 1.494280 6.181723 -5.487815 0.0 0.0 0.0 0.08
H 1.258297 4.051491 -0.586830 0.1 -0.1 -0.1 0.08
H 0.004210 7.143740 -5.526868 0.0 0.0 0.0 0.09
H -3.751788 6.704151 -7.493951 0.0 0.1 0.0 0.13
H 3.671496 -1.201031 0.926091 0.0 0.1 0.1 0.11
H -5.971799 2.870881 -7.755185 0.0 0.0 0.0 0.09
H 0.974776 -2.677551 5.136895 0.0 0.0 0.0 0.07
H -0.974479 7.080470 -2.401545 0.0 0.0 0.0 0.09
H -3.816584 0.322080 -5.458950 0.0 0.0 0.0 0.09
H -1.724179 3.852213 -9.674594 0.0 -0.1 0.1 0.10
H -0.756467 4.138837 0.706734 0.2 0.0 0.0 0.09
H -5.578567 0.368506 -5.636172 0.0 0.0 0.0 0.09
H 2.912705 -8.440937 8.594876 0.0 0.0 0.0 0.10
H 1.514989 -6.138018 6.388708 0.0 0.0 0.0 0.08
H 4.780562 -11.223307 6.329624 0.0 0.0 0.0 0.08
H 2.570206 -4.851570 6.997046 0.0 -0.1 0.0 0.10
H -4.033014 4.835824 -10.217695 0.0 -0.1 0.0 0.09
H 3.481963 -0.126578 -1.069499 -0.1 0.1 0.0 0.10
H 2.001600 0.731249 3.629826 0.1 -0.1 -0.1 0.06
H 3.064204 -11.065116 5.933366 0.0 0.0 0.0 0.09
H -1.652836 6.268796 -3.839561 0.0 0.0 0.0 0.08
H -4.670244 -2.572308 -2.613138 0.0 0.0 0.0 0.08
H -6.167945 -2.460488 -3.564453 0.0 0.0 0.0 0.09
H 7.560242 -1.900990 3.327702 0.0 0.0 0.0 0.08
H 0.432173 2.927062 3.180320 0.0 -0.1 -0.1 0.11
H 6.237669 -4.036281 5.907446 0.0 0.0 0.0 0.09
H -1.811350 3.574426 3.559708 0.1 0.0 -0.1 0.11
H 5.866660 -9.361711 6.518459 0.0 0.0 0.0 0.13
H 6.628527 -3.399592 3.429097 0.0 0.0 0.0 0.09
H -3.699162 2.944789 2.041282 0.1 0.0 -0.1 0.12
H 6.721023 -0.223051 4.385296 0.0 0.0 0.0 0.13
H 3.558654 -11.509111 7.575925 0.0 0.0 0.0 0.09
H -4.808136 -2.118495 -0.103093 0.0 0.0 0.1 0.10
H -2.637732 4.110242 1.308192 -0.1 -0.1 0.1 0.11
H 0.579411 2.442922 -0.433313 0.0 -0.1 0.2 0.12
H 4.276777 2.009106 -0.254407 -0.1 0.0 0.1 0.11
H 0.012609 1.771260 1.939765 -0.1 0.1 0.0 0.09
H 3.771627 0.395911 1.657481 0.0 -0.1 -0.1 0.11
H -0.011290 -0.502547 -1.219120 -0.2 -0.1 0.0 0.06
H 3.056157 3.629336 0.877664 -0.1 -0.1 0.0 0.12
H 2.486374 -7.962947 6.953535 -0.1 0.0 0.1 0.05
H 1.829365 0.212526 -0.610857 0.2 0.0 0.1 0.08
H -1.890591 1.853163 3.254546 0.0 0.1 0.0 0.11
H 3.193282 -6.001922 5.810122 0.0 0.0 0.0 0.07
H -2.766396 6.018400 -10.593059 0.0 0.0 0.0 0.09
H -5.823152 -3.927208 -2.653988 0.0 0.0 0.0 0.09
H -8.114961 -2.011928 -0.416439 0.0 0.0 0.0 0.13
H 2.948360 2.251325 -1.377855 0.1 0.0 0.1 0.11
H -0.064537 -3.953532 4.503319 0.0 0.0 0.0 0.09
H -5.134872 -0.654596 -1.038432 0.0 0.0 0.1 0.07
H -4.768952 1.464148 -4.502790 0.0 0.0 0.0 0.07
H -5.166245 3.956387 -6.625616 0.0 0.0 0.0 0.09
```
Forces are in eV/Å.

HOMO-LUMO gap: 8.73 eV
SMILES string: CCCCCCCCCCCB1OBOB(C)O1.CN(C)C=O.CN(C)C=O.CN(C)C=O.CN(C)C=O.CN(C)C=O.CN(C)C=O.CN(C)C=O
LUMO: 0.394 eV